Molecular formula: C24H22Br4KN7O2SSe
Method: DFT, ωB97M-V with the def2-TZVPD basis set

## Properties
Total charge   -2
HOMO   -0.77 eV
Energy   -412447.925 eV
Lowest unoccupied orbital energy   3.1 eV
Energy relative to the best compared isomer or geometry (same formula, charge and spin)   124.28 kJ/mol
Strongest force on any atom   0.4 eV/A

Each line ends with the Mulliken charge.
Atoms and positions in Å:
K1 -1.3778 -0.0314 0.4542  0.7278
N1 0.0103 1.3888 -2.8514  -0.2392
C1 1.0326 2.4351 -2.8732  -0.6570
C2 2.0432 2.2371 -1.7530  -0.6409
N2 1.3748 2.2090 -0.4696  0.4547
C3 2.2008 2.4664 0.6895  -0.6322
C4 1.3266 2.6585 1.9216  -0.5965
N3 0.6447 1.4233 2.3127  -0.1501
H1 -0.5022 1.4263 -3.7265  0.2810
H2 -0.7080 1.6467 -2.1553  -0.0313
H3 0.5987 3.4374 -2.7660  0.2521
H4 1.5673 2.3983 -3.8297  0.4761
H5 2.7364 3.0854 -1.7593  0.4318
H6 2.6397 1.3275 -1.9531  0.1434
H7 0.8921 1.3266 -0.3570  -0.3620
H8 2.7593 3.3907 0.5046  0.4922
H9 2.9440 1.6679 0.8823  0.1853
H10 0.5714 3.4059 1.6693  0.0263
H11 1.9376 3.0729 2.7347  0.4119
H12 -0.3313 1.6563 2.5106  0.2691
H13 1.0755 1.0248 3.1358  0.1628
S1 -1.9836 -5.4631 0.8465  -0.2289
C5 -3.2595 -5.0034 1.8864  -0.2677
C6 -3.6112 -3.6960 1.6950  -0.5614
C7 -2.8642 -2.9509 0.7167  -0.5913
C8 -1.9270 -3.8009 0.1856  0.6819
C9 -0.8986 -3.5199 -0.8214  -0.0121
C10 0.0600 -4.4813 -1.1954  -0.4597
C11 1.0006 -4.1765 -2.1574  -0.5368
C12 0.9895 -2.9179 -2.7418  -0.7445
C13 0.0242 -2.0182 -2.3101  -0.1090
N4 -0.8867 -2.2991 -1.3839  -0.2538
H14 -3.6979 -5.7217 2.5661  0.4093
H15 -4.4216 -3.2580 2.2723  0.3598
H16 0.0599 -5.4555 -0.7236  0.2875
H17 1.7414 -4.9158 -2.4436  0.3927
H18 1.7073 -2.6280 -3.4989  0.4139
H19 0.0029 -1.0043 -2.7027  0.4499
Br1 -2.8800 7.2187 -1.7469  -0.2484
C14 -2.5650 5.6890 -0.6564  0.0753
C15 -2.4571 5.8120 0.7114  0.0203
Br2 -2.6206 7.5105 1.5519  -0.2510
C16 -2.2490 4.6525 1.4882  0.0867
Br3 -2.0240 4.7654 3.3809  -0.2300
C17 -2.1612 3.3558 0.9592  0.1384
O1 -1.9633 2.3127 1.6666  -0.9717
C18 -2.2649 3.2246 -0.5143  0.3700
O2 -2.1576 2.0719 -1.0447  -0.9350
C19 -2.4569 4.4103 -1.2423  -0.0694
Br4 -2.5514 4.1924 -3.1376  -0.2255
Se1 -0.4600 -3.4709 3.4704  0.2302
N5 1.0588 -4.2991 3.0546  -0.8935
C20 1.5950 -3.5934 2.0806  0.7120
C21 2.8094 -3.9037 1.3945  -0.6159
C22 3.2098 -3.0535 0.4240  -0.7689
C23 2.4281 -1.8915 0.1026  -0.1368
N6 1.3252 -1.5587 0.6881  0.3500
C24 0.8927 -2.3898 1.6885  0.0756
N7 -0.2222 -2.1314 2.3486  -0.1514
H20 3.3585 -4.7971 1.6629  0.4148
H21 4.1145 -3.2291 -0.1446  0.4124
H22 2.7700 -1.2407 -0.6972  0.3770